C4H5FOS | the ωB97M-V functional and the def2-TZVPD basis

The multiplicity is 1. The value obtained for the LUMO energy is 0.271 eV. The calculation puts the maximum force at 4.8 eV/A. The HOMO energy comes out at -8.62 eV. Its structure (SMILES) is CC(=S)O/C=C\F.

Last column: Mulliken charge in e.
Geometry (Å):
1 S -2.78186 -1.15052 -0.05283  -0.273
2 F 1.41854 -1.32408 -1.07975  -0.246
3 O -0.38030 -0.75033 0.93992  -0.292
4 C 0.94596 -0.26789 0.87860  -0.313
5 C 1.90734 -0.75880 0.07901  -0.123
6 C -1.05088 0.98585 -0.56535  -0.883
7 C -1.28650 -0.40349 0.06136  0.462
8 H -0.52499 0.98007 -1.55358  0.266
9 H -2.05653 1.51983 -0.85249  0.307
10 H 2.92024 -0.57033 0.26901  0.403
11 H -0.43806 1.65962 0.13963  0.300
12 H 1.32705 0.08007 1.73649  0.393